(1)
The following is a DFT calculation (wB97M-V/def2-TZVPD) of a cluster of 2 separate species, C4H8Si in total.

Structure (XYZ):
```
13
Properties=species:S:1:pos:R:3:forces:R:3
C -0.1297 -0.4942 -0.0917 -3.5 1.7 -2.8
C -0.0759 0.8160 -0.4654 -1.4 -2.0 0.7
C 0.6974 -1.4901 0.4340 1.4 -1.7 2.0
C 1.0959 1.6956 -0.3135 -1.6 1.1 -1.1
Si -1.8097 0.1118 -0.5439 0.6 0.7 1.4
H 0.6789 -2.5224 0.1098 -1.0 -0.2 -0.4
H 0.5064 -1.5183 1.5380 0.6 0.0 -0.7
H 1.6911 -1.2187 0.1820 1.5 0.4 0.5
H 1.2932 1.7205 0.7171 0.5 0.3 1.6
H 0.7544 2.7152 -0.6371 1.3 -0.8 -0.1
H 1.9229 1.1816 -0.7875 0.4 0.7 -0.5
H -2.9003 0.6099 -1.4891 0.7 -0.5 -0.4
H -3.7246 -1.6068 1.3473 0.3 0.3 -0.3
```
Positions in Å, forces in eV/Å.

Properties
E_HOMO (alpha / beta) = -0.3399 / -0.2430 Eh
LUMO (alpha / beta) = 0.09 / -0.37 eV
charge = 0

In elementary charge units, the natural (NBO) charges are: -0.320 -0.331 -0.695 -0.678 0.913 0.243 0.246 0.215 0.226 0.230 0.228 -0.149 -0.130

(2)
The following is a DFT calculation (wB97M-V/def2-TZVPD) of a cluster of 17 separate species, C47H138N24O17 in total.

Structure (XYZ):
```
226
Properties=species:S:1:pos:R:3:forces:R:3
C -2.1140 -2.4102 -3.7366 2.1 -4.9 -4.0
O -2.8705 -1.9034 -2.9998 -2.6 2.6 4.3
N -1.8720 -3.7397 -3.8396 -0.3 -0.6 1.7
N -1.5510 -1.8113 -4.7649 0.5 2.8 -0.8
H -2.1342 -4.2590 -3.0140 -0.1 -1.0 -0.4
H -1.3452 -4.1066 -4.6193 0.0 -0.2 0.7
H -1.3657 -2.3841 -5.5759 0.0 0.8 -0.1
H -2.0422 -0.9288 -4.7715 0.5 0.8 -1.7
C -3.6014 1.6876 -4.1574 -0.1 -0.3 0.0
O -2.9330 1.2488 -5.0502 1.9 -1.1 -2.1
N -3.7279 1.1344 -2.9916 -0.2 -2.0 3.7
N -4.3378 2.7608 -4.2757 -1.7 3.8 -1.9
H -4.4610 1.4739 -2.3855 0.4 -0.3 0.1
H -3.3531 0.2092 -2.8376 0.0 0.0 0.0
H -4.1513 3.2534 -5.1375 -0.3 0.2 0.2
H -4.7789 3.2988 -3.5435 0.3 -0.4 0.0
C 3.1308 -5.7714 -1.7010 3.6 0.9 -0.4
O 3.0527 -4.6002 -1.5626 -0.1 4.5 1.0
N 4.2339 -6.4823 -1.7081 5.0 -2.0 0.6
N 2.1850 -6.5130 -2.0379 -5.9 -3.1 -1.3
H 4.2134 -7.3986 -2.1326 0.1 0.3 0.1
H 5.1627 -6.0858 -1.7230 -0.4 0.3 0.3
H 1.3993 -5.9676 -2.3621 -0.6 -1.2 0.2
H 2.3653 -7.5023 -1.9431 -1.4 0.2 -0.5
C 1.0176 -2.3613 -8.2406 0.1 0.6 4.5
O 1.2047 -1.2927 -7.6753 1.2 1.6 0.1
N 1.2018 -3.5123 -7.6791 1.5 -3.7 2.1
N 0.3215 -2.4892 -9.2763 -3.5 1.9 -7.8
H 1.7206 -3.5410 -6.8130 0.6 -0.2 0.4
H 1.2451 -4.3185 -8.2860 0.1 0.1 0.4
H 0.2923 -1.6318 -9.8094 -0.5 -0.2 -0.2
H -0.2391 -3.2397 -9.6538 0.6 -0.1 0.6
C -4.7753 -3.2807 -0.0278 -1.0 1.5 -0.3
O -4.0111 -4.1825 0.1892 1.2 -1.4 0.1
N -4.5566 -2.2218 -0.7692 2.1 1.7 -2.1
N -5.9854 -3.1872 0.4729 -2.9 -1.3 2.1
H -5.2187 -1.4651 -0.8645 0.3 -0.4 -0.1
H -3.8149 -2.3166 -1.4481 0.1 0.6 -0.2
H -6.6314 -2.5035 0.1051 -0.1 -0.6 0.3
H -6.2886 -4.0340 0.9325 -0.5 0.4 0.1
C 2.9359 -2.3497 -4.6206 2.4 -5.9 0.8
O 3.0585 -3.3968 -5.3282 -0.8 1.3 0.2
N 2.6244 -1.1925 -4.9948 -2.3 5.3 -4.0
N 3.3004 -2.3411 -3.3515 0.4 -0.6 1.7
H 2.2371 -0.5101 -4.3588 0.3 -0.2 -0.1
H 2.4093 -1.1122 -5.9784 -0.4 0.3 -0.1
H 3.5400 -3.2177 -2.9107 -0.2 0.4 0.5
H 3.2302 -1.4279 -2.9258 0.3 -0.6 0.8
C 0.2583 2.3633 -7.9239 -1.5 0.7 2.7
O 0.2722 3.5008 -7.5112 -0.6 1.2 1.0
N -0.3685 1.3034 -7.3369 -0.4 -0.4 0.5
N 0.8686 2.0713 -9.0181 2.5 -1.8 -5.0
H -0.8863 1.4598 -6.4840 0.1 0.1 -0.1
H 0.0160 0.3850 -7.5069 -0.1 -0.1 0.2
H 1.1736 2.7916 -9.6570 0.0 0.1 0.6
H 0.7645 1.1707 -9.4631 0.0 0.1 0.3
C -2.1397 -4.2166 3.8674 -0.3 -0.5 0.7
C -3.2177 -5.3357 3.6887 2.1 0.2 -1.1
C -4.6377 -4.8676 4.0120 0.6 -0.4 -1.6
O -4.7773 -4.1952 5.2061 -0.8 0.3 1.8
C -4.8733 -5.0713 6.3327 0.8 -0.1 -0.4
N -3.0441 -5.8059 2.2987 -1.2 -0.7 0.0
H -1.1135 -4.5712 3.7705 -0.1 -0.5 -0.2
H -2.1376 -3.7337 4.8446 -0.4 0.3 0.0
H -2.2772 -3.5150 3.0447 -0.2 0.2 0.3
H -3.0282 -6.2562 4.2410 0.3 0.3 0.7
H -5.2615 -5.7596 3.9555 -0.4 0.0 0.0
H -4.9211 -4.1587 3.2339 -0.2 0.0 -0.2
H -3.9165 -5.5924 6.3665 0.0 -0.3 0.5
H -5.6716 -5.8092 6.2534 -0.2 0.0 -0.4
H -5.0356 -4.5511 7.2766 0.1 0.5 -0.3
H -3.3143 -5.1850 1.5493 -0.4 0.3 0.5
H -2.1100 -6.1212 2.0790 0.2 -0.1 0.5
C 0.3378 5.2885 4.5867 0.0 0.7 0.3
C 1.4308 6.2846 4.1614 -0.7 -1.6 -1.8
C 1.4913 6.3251 2.5686 3.3 -0.7 1.0
O 2.0890 5.0214 2.0484 -1.5 1.8 1.8
C 2.3623 4.9515 0.6878 -0.4 -0.8 -0.6
N 1.1878 7.6017 4.7204 -0.9 -0.5 -0.3
H -0.6457 5.6665 4.3076 -0.1 -0.1 -0.2
H 0.3454 5.2188 5.6745 -0.1 -0.2 0.2
H 0.4938 4.2852 4.1903 0.1 0.2 -0.1
H 2.3329 5.8935 4.6318 0.6 -0.3 -0.9
H 2.3022 7.0294 2.3831 0.1 0.4 -0.3
H 0.6332 6.7789 2.0729 -0.5 -0.9 0.0
H 3.1109 5.6290 0.2770 -0.1 0.6 0.3
H 1.4398 4.9623 0.1073 -0.1 0.5 -0.3
H 2.7576 3.9530 0.5008 0.2 -0.2 0.2
H 0.9157 7.3203 5.6515 0.0 1.0 0.5
H 2.0244 8.1673 4.7302 0.1 -0.1 0.2
C 0.8494 0.7742 0.1028 0.4 -1.3 -0.6
C -0.1233 0.0821 -0.9093 2.1 0.2 -1.3
C 0.7010 -0.6254 -2.0984 1.0 1.0 2.5
O 1.8218 0.1676 -2.5171 -1.2 0.6 -0.7
C 1.3856 1.2862 -3.2913 0.2 -0.2 -0.3
N -0.9536 -0.9473 -0.3957 -1.0 -0.6 1.1
H 1.6298 0.1077 0.4698 -0.4 -0.9 0.2
H 0.4039 1.1959 1.0038 -0.3 0.4 -0.4
H 1.5611 1.4085 -0.4256 -0.7 0.9 -0.1
H -0.7590 0.8493 -1.3514 -0.1 0.1 0.0
H 0.0161 -0.9986 -2.8599 0.2 0.4 -0.5
H 1.2464 -1.4660 -1.6694 -0.5 -0.4 0.2
H 0.6881 1.9823 -2.8256 0.1 -0.2 0.6
H 0.8507 0.8891 -4.1540 0.0 0.2 -0.5
H 2.2803 1.8417 -3.5725 -0.1 0.0 -0.2
H -1.4308 -1.4001 -1.1620 -0.5 0.1 -0.1
H -0.4187 -1.6954 0.0218 0.3 0.0 0.3
C -3.7754 4.7782 4.4734 -1.5 -0.1 -0.3
C -3.8468 4.9909 2.9380 0.6 -0.4 -0.8
C -3.0964 3.8326 2.1751 -2.8 -1.3 0.3
O -2.8641 3.9518 0.7704 0.7 -0.1 1.1
C -1.7379 4.7689 0.6292 -0.2 1.4 -0.9
N -5.3150 5.1094 2.5190 1.3 -0.2 1.1
H -4.4400 3.9503 4.7206 0.2 -0.4 0.0
H -4.2987 5.6070 4.9503 0.2 0.3 0.0
H -2.8351 4.6228 5.0024 0.3 0.1 -0.7
H -3.3464 5.9345 2.7207 0.2 0.1 -0.1
H -3.8076 3.0068 2.1876 -0.5 -0.1 0.2
H -2.3058 3.3374 2.7389 0.8 0.9 0.0
H -2.0752 5.7492 0.9658 0.6 0.5 0.2
H -1.4743 4.8984 -0.4205 -0.1 -0.3 0.0
H -0.8428 4.4706 1.1750 -0.1 -0.4 0.2
H -5.5148 5.1661 1.5306 0.7 -0.2 -0.3
H -5.5924 6.0132 2.8744 -0.3 0.1 0.2
C -5.0421 -1.1338 7.8323 -0.1 0.8 -0.7
C -4.7524 -0.1914 6.6557 0.8 -1.2 -1.6
C -3.9820 -0.9796 5.4785 0.3 0.3 1.2
O -3.6590 -0.1472 4.3992 0.0 0.4 -2.0
C -2.8055 -0.7301 3.3491 -0.7 0.4 0.8
N -5.9584 0.3924 6.1120 -0.5 0.0 0.1
H -5.6900 -0.5093 8.4475 0.1 -0.5 0.6
H -4.1367 -1.4710 8.3369 -0.1 0.3 0.1
H -5.5715 -2.0312 7.5122 -0.2 0.1 -0.1
H -4.2454 0.7113 6.9966 0.9 -0.4 0.1
H -4.5921 -1.8067 5.1154 -0.2 -0.2 0.3
H -3.0232 -1.3636 5.8269 0.1 -0.5 0.6
H -2.6905 0.0247 2.5712 0.5 0.3 0.5
H -3.1441 -1.5778 2.7534 -0.9 -0.3 0.6
H -1.8953 -1.0558 3.8528 0.4 0.2 -0.4
H -6.6547 -0.3175 5.9349 -0.1 -0.2 -0.2
H -5.6655 0.7854 5.2289 -0.4 0.2 -0.3
C 4.2027 -0.4520 1.3792 1.3 1.9 1.0
C 5.1874 -0.1227 2.6118 -1.6 -1.4 -1.2
C 4.4181 0.3840 3.9047 0.7 0.3 -1.4
O 3.6362 1.5567 3.6781 -0.1 -1.3 1.3
C 4.3649 2.6382 3.2127 0.1 0.6 -1.5
N 5.8605 -1.3447 2.9256 0.6 -1.3 1.7
H 3.5022 -1.2672 1.5606 -0.1 0.2 0.3
H 4.8146 -0.6954 0.5107 0.1 -0.2 0.0
H 3.7381 0.5039 1.1371 -0.6 -0.2 -0.2
H 6.0561 0.4269 2.2492 -0.7 1.4 0.1
H 5.1430 0.4909 4.7117 0.3 0.5 0.0
H 3.7503 -0.3873 4.2885 -0.3 -0.1 -0.5
H 3.8415 3.5853 3.3442 -0.2 -0.1 0.7
H 4.3654 2.5399 2.1271 0.6 0.1 -0.4
H 5.3938 2.6940 3.5681 0.0 0.0 0.2
H 6.0794 -1.8977 2.1093 0.0 0.1 0.0
H 5.2908 -1.9046 3.5437 0.0 -0.4 0.0
C 1.0713 1.7063 5.6489 0.3 -0.3 -0.5
C -0.2946 1.0398 5.7365 0.9 0.8 0.8
C -0.7892 1.2204 7.1921 -0.8 0.0 -1.0
O -0.1806 0.2663 8.0378 -0.4 1.2 -0.4
C -0.8827 -0.9181 8.1403 1.0 -1.5 1.1
N -1.1779 1.5565 4.6837 0.3 0.2 1.5
H 1.1117 2.6894 6.1179 -0.2 0.1 -0.1
H 1.3518 1.7955 4.5995 0.3 0.1 0.0
H 1.8437 1.1007 6.1229 -0.1 0.0 0.1
H -0.1440 -0.0377 5.6697 0.0 -0.4 -0.3
H -1.8720 1.1031 7.1477 -0.3 -0.2 0.4
H -0.6050 2.2090 7.6126 0.2 0.1 -0.2
H -1.8809 -0.8888 8.5772 -0.2 0.6 -0.1
H -0.2477 -1.4459 8.8518 -0.3 -0.6 0.1
H -0.8983 -1.5511 7.2531 -0.1 0.2 -0.5
H -1.9385 0.9012 4.5727 -0.1 0.4 -0.4
H -0.6305 1.7151 3.8499 -0.3 -0.3 -0.2
C -1.0514 -7.1700 -2.2060 0.0 0.4 1.1
C -2.0598 -6.6382 -1.1017 2.7 1.7 -0.3
C -1.2509 -5.5025 -0.2832 0.2 -2.2 1.3
O -0.3094 -6.2145 0.5994 0.3 1.3 -0.7
C 0.7876 -5.3267 0.9990 -1.6 -1.1 0.1
N -3.1028 -5.9372 -1.8015 -1.1 -0.1 -0.5
H -0.1504 -7.6171 -1.7859 -0.3 -0.3 0.4
H -0.6513 -6.2855 -2.7016 -0.4 0.2 -0.3
H -1.4400 -7.8500 -2.9641 -0.4 0.1 0.2
H -2.3927 -7.3975 -0.3940 0.1 -0.1 0.0
H -1.8589 -4.9251 0.4132 -0.3 0.0 -0.7
H -0.6946 -4.7936 -0.8966 0.0 -0.2 -0.6
H 1.3281 -5.9121 1.7428 0.6 0.0 -0.5
H 0.4072 -4.4738 1.5611 -0.2 0.3 -0.1
H 1.3082 -4.9955 0.1005 0.5 -0.1 0.3
H -3.7604 -6.6131 -2.1632 0.1 -0.3 -0.7
H -3.7103 -5.4299 -1.1741 0.4 0.4 0.5
C 3.5635 4.0630 -5.5045 0.1 0.1 -0.6
C 2.2953 4.6572 -4.8432 2.4 -1.2 1.3
C 2.5673 5.1221 -3.3424 -0.6 -0.9 0.6
O 1.3990 5.7496 -2.7378 1.1 -0.2 -1.1
C 0.3179 4.8903 -2.6215 -1.7 -0.6 0.5
N 1.7873 5.7674 -5.5764 -0.6 0.2 0.4
H 4.5226 4.2988 -5.0434 -0.1 -0.1 0.4
H 3.6659 4.4344 -6.5242 -0.3 0.4 0.0
H 3.4996 2.9938 -5.7063 0.0 -0.2 0.6
H 1.5963 3.8210 -4.8241 -0.5 0.4 0.0
H 3.4243 5.7636 -3.1373 -0.2 0.8 -0.9
H 2.8439 4.3356 -2.6404 -0.2 -1.0 -0.3
H -0.0854 4.3315 -3.4660 0.5 0.6 -1.1
H -0.5286 5.4877 -2.2831 0.1 0.1 0.2
H 0.4126 4.0386 -1.9479 0.7 0.2 0.9
H 1.1956 6.0904 -4.8242 -1.1 1.2 -0.5
H 2.5292 6.4527 -5.5702 0.3 0.4 -0.3
C 6.0813 0.0886 -5.6678 -1.1 -1.1 -0.7
C 5.8863 1.0693 -4.5727 0.1 0.0 1.3
C 5.9710 0.3125 -3.2119 0.7 0.2 -0.4
O 5.8845 1.0946 -2.0702 0.0 2.2 1.6
C 4.5844 1.6633 -1.8836 0.1 -0.7 -1.6
N 6.9223 2.1328 -4.7145 -0.8 -0.1 0.4
H 5.3161 -0.6869 -5.6338 0.2 -0.6 0.9
H 7.0758 -0.3520 -5.5963 0.0 0.0 -0.6
H 5.7451 0.4260 -6.6482 1.1 0.8 -0.2
H 4.8464 1.3943 -4.6081 0.2 0.9 -0.4
H 6.9916 -0.0633 -3.1387 0.0 -0.6 -0.1
H 5.2279 -0.4737 -3.0785 0.0 -0.4 -0.7
H 4.3230 2.2274 -2.7790 -0.1 0.1 -0.3
H 4.4298 2.4061 -1.1011 0.7 -0.6 0.6
H 3.9294 0.7925 -1.8540 -0.6 0.4 0.5
H 6.8660 2.8223 -3.9786 -0.7 0.3 0.2
H 7.8093 1.7294 -4.4489 0.4 -0.6 -0.4
```
Positions in Å, forces in eV/Å.

Properties
E_HOMO = -0.3081 Eh
LUMO = 0.19 eV
charge = 0

Atom charges from the Mulliken analysis, given in e for atoms 1 to 99: 0.425 -0.588 -0.402 -0.158 0.021 0.162 0.139 -0.033 0.679 -0.699 -0.043 -0.494 0.195 -0.033 0.278 0.167 0.613 -0.684 -0.493 -0.109 0.113 0.265 0.051 0.154 0.510 -0.627 -0.328 -0.415 0.138 0.220 0.210 0.179 0.736 -0.853 -0.148 -0.466 0.162 0.073 0.141 0.299 0.414 -0.928 0.699 0.403 -0.299 0.023 0.237 -0.716 0.511 -0.680 -0.166 -0.297 0.114 0.244 0.256 0.104 -0.467 0.238 -0.652 -0.130 -0.854 -0.381 0.457 0.223 -0.182 0.273 0.400 -0.075 0.338 0.328 0.269 0.216 0.298 -1.459 0.714 -0.971 -0.135 -0.632 -0.756 0.396 0.509 0.130 0.256 0.406 0.344 0.415 0.185 0.040 0.291 0.263 -1.705 0.303 -0.642 2.077 -1.116 0.287 0.081 0.540 0.207

| no. | F_max (eV/A) |
| --- | --- |
| 1 | 4.77 |
| 2 | 8.81 |